Formula: C21H39Cl9N2O2
Source: the OMol25 dataset
Level of theory: the ωB97M-V functional and the def2-TZVPD basis

Calculated values
Gap between HOMO and LUMO (spin up / spin down) ... 9.07 / 9.10 eV
Spin multiplicity ... 3
<S²> ... 2.010
Calculated total energy ... -142178.7981 eV
Strongest force on any atom ... 6.23 eV/A
Energy above the lowest of the compared OMol25 structures with the same formula, charge and spin ... 371.7 kJ/mol

```
73
Properties=species:S:1:pos:R:3:lowdin_spin:R:1
C 4.594 1.761 3.535 0.014
C 3.626 0.916 2.724 0.024
C 2.885 -0.036 3.741 -0.001
C 1.751 0.664 4.495 0.000
C 0.868 1.207 3.401 0.000
C 1.439 2.256 2.328 0.018
N 2.735 1.586 1.817 0.317
O 3.388 2.440 0.859 0.604
C 0.296 2.434 1.278 0.001
C 1.531 3.601 3.087 0.011
C 4.486 -0.140 1.923 0.006
H 4.435 2.186 4.526 0.000
H 5.036 2.617 3.026 0.002
H 5.457 1.164 3.831 0.001
H 2.459 -0.943 3.312 0.000
H 3.456 -0.502 4.544 0.000
H 2.224 1.390 5.156 0.000
H 1.343 -0.112 5.143 0.000
H 0.041 1.756 3.851 0.000
H 0.355 0.355 2.954 0.000
H 0.146 1.525 0.695 0.000
H -0.714 2.518 1.679 0.000
H 0.515 3.194 0.528 0.000
H 2.605 3.683 3.250 0.000
H 1.300 4.389 2.370 0.001
H 0.946 3.791 3.988 0.001
H 4.609 -1.109 2.407 0.000
H 5.295 0.462 1.511 0.000
H 3.883 -0.601 1.141 0.000
C 1.945 -0.121 -3.215 0.015
C 0.639 -0.069 -2.364 0.018
C 0.195 1.375 -2.270 0.001
C -0.364 1.966 -3.534 0.000
C -1.482 1.176 -4.108 0.000
C -1.181 -0.321 -4.293 0.022
N -0.493 -0.835 -3.039 0.357
O -0.240 -2.265 -3.009 0.563
C -2.574 -0.987 -4.597 0.003
C -0.351 -0.567 -5.544 0.015
C 0.952 -0.636 -0.921 0.001
H 2.734 0.179 -2.526 0.002
H 1.990 0.574 -4.053 0.000
H 2.307 -1.115 -3.478 0.002
H -0.471 1.437 -1.410 0.001
H 0.957 2.062 -1.901 0.000
H 0.463 2.131 -4.225 0.000
H -0.588 2.983 -3.212 0.000
H -1.611 1.419 -5.163 0.000
H -2.464 1.417 -3.701 0.000
H -2.507 -1.972 -5.060 0.000
H -3.138 -1.256 -3.704 0.000
H -3.197 -0.363 -5.237 0.000
H 0.468 0.130 -5.717 0.000
H -0.013 -1.602 -5.502 0.002
H -0.887 -0.513 -6.492 0.001
H 1.525 0.054 -0.302 0.000
H 1.446 -1.596 -1.072 -0.001
H 0.077 -0.919 -0.336 -0.001
C -2.458 -1.932 1.079 0.000
Cl -0.997 -1.410 1.925 0.000
Cl -3.116 -0.680 -0.067 0.000
Cl -3.732 -2.126 2.310 0.000
H -2.312 -2.905 0.612 0.000
C -6.705 -0.550 3.401 0.000
Cl -6.791 0.852 2.261 0.000
Cl -7.632 -1.848 2.662 0.000
Cl -6.883 -0.250 5.168 0.000
H -5.671 -0.885 3.311 0.000
C -3.784 -6.504 -1.173 0.000
Cl -2.285 -6.912 -2.091 0.000
Cl -3.643 -5.381 0.246 0.000
Cl -4.894 -7.855 -0.853 0.000
H -4.224 -5.830 -1.907 0.000
```



Formula: C21H39CoNP2
Source: the OMol25 dataset
Level of theory: the ωB97M-V functional and the def2-TZVPD basis

Calculated values
Gap between HOMO and LUMO (spin up / spin down) ... 5.10 / 5.31 eV
Spin multiplicity ... 4
<S²> ... 3.804
Calculated total energy ... -80094.7715 eV
Strongest force on any atom ... 3.90 eV/A
Energy above the lowest of the compared OMol25 structures with the same formula, charge and spin ... 301.9 kJ/mol

```
64
Properties=species:S:1:pos:R:3:nbo_charge:R:1
P 0.405 -2.440 1.414 0.839
P -0.164 2.836 0.749 1.139
C 0.156 1.681 -1.074 -0.707
C 0.437 3.141 -0.966 -0.778
H -0.889 1.370 -1.270 0.199
H 0.991 1.111 -1.544 0.216
H 1.519 3.389 -0.983 0.236
H -0.027 3.777 -1.738 0.211
C -1.965 3.136 0.743 -0.969
H -2.253 3.544 1.727 0.264
H -2.569 2.214 0.634 0.255
H -2.304 3.855 -0.013 0.226
C 0.880 4.074 1.503 -0.961
H 0.683 5.009 0.994 0.219
H 1.932 3.809 1.395 0.251
H 0.655 4.222 2.553 0.252
C -1.024 -3.496 0.762 -0.955
H -1.310 -4.271 1.516 0.227
H -0.781 -3.937 -0.237 0.223
H -1.895 -2.787 0.606 0.221
C 2.052 -3.119 0.760 -0.946
H 2.659 -2.223 0.558 0.221
H 1.949 -3.703 -0.161 0.221
H 2.540 -3.697 1.555 0.227
Co -0.043 -0.478 -0.899 1.028
C 0.405 0.934 -3.826 -0.210
C -0.929 0.891 -3.639 -0.164
C -1.912 -0.153 -3.990 -0.453
C -1.313 -1.567 -3.712 -0.430
C -0.659 -1.600 -2.335 -0.370
C 0.778 -1.443 -2.279 -0.333
C 1.632 -1.220 -3.459 -0.450
C 1.218 -0.102 -4.512 -0.447
C 0.492 -3.077 3.124 -0.945
H 0.872 1.918 -3.709 0.217
H -1.408 1.811 -3.275 0.202
H -2.252 -0.106 -5.031 0.228
H -2.812 0.028 -3.371 0.211
H -2.108 -2.330 -3.799 0.228
H -0.572 -1.811 -4.500 0.211
H -1.244 -2.138 -1.534 0.232
H 1.259 -1.951 -1.430 0.229
H 1.680 -2.162 -4.046 0.232
H 2.673 -1.014 -3.122 0.228
H 2.135 0.354 -4.897 0.224
H 0.738 -0.503 -5.423 0.213
H 0.647 -2.191 3.743 0.272
H 1.249 -3.834 3.371 0.224
H -0.480 -3.495 3.381 0.228
C 2.311 0.941 2.645 -0.619
C 0.973 0.658 3.177 0.031
C 0.517 1.032 4.480 -0.351
C -0.830 0.710 4.532 -0.369
C -1.162 0.149 3.252 0.037
C -2.501 -0.258 2.835 -0.628
N -0.051 0.102 2.454 -0.584
H 3.029 0.944 3.468 0.211
H 2.330 1.936 2.175 0.175
H 2.653 0.213 1.912 0.191
H 1.146 1.519 5.215 0.192
H -1.522 0.862 5.335 0.193
H -2.834 -1.178 3.324 0.196
H -3.222 0.515 3.128 0.205
H -2.559 -0.402 1.754 0.186
```



- calculated total energy of number 2 (C21H39CoNP2)?
  -80094.7715 eV



- The lowest spin multiplicity belongs to which entry?
  C21H39Cl9N2O2



- What is the strongest force on any atom in the second record?
  3.90 eV/A